21
Properties=species:S:1:pos:R:3:forces:R:3 method="wB97M-V/def2-TZVPD" e_lumo_ev=0.64 smiles="C/[N+]([O-])=N/Nc1ccccc1O" multiplicity=1 relative_energy_ev=5.155 orbital_gap_ev=8.92
C 3.95159 -0.45761 -0.40321 1.1 0.0 1.0
N 2.78890 0.29647 0.02027 -0.6 -0.8 -1.7
O 2.70274 1.49336 -0.24786 0.5 1.5 0.4
N 1.85555 -0.46785 0.34597 -3.8 1.3 2.1
N 0.64191 0.46063 0.75742 3.7 -0.9 -1.4
C -0.60550 0.07499 0.30298 -1.1 -0.7 0.8
C -1.01191 -1.24632 0.44994 -2.9 1.1 -1.7
C -2.31484 -1.65863 0.13548 1.5 2.5 0.2
C -3.21353 -0.67147 -0.19475 -2.9 -1.3 -0.8
C -2.86323 0.63223 -0.29748 0.8 3.5 -0.2
C -1.56703 1.05951 -0.01265 0.1 -0.7 0.4
O -1.22996 2.41186 0.02388 -0.7 0.1 0.6
H 3.63842 -1.45878 -0.31740 0.2 -1.4 0.9
H 4.06641 -0.40627 -1.45807 0.5 1.1 -0.8
H 4.82894 -0.18038 0.22476 -0.6 -0.3 -0.8
H 0.89899 1.26914 0.21384 0.1 1.1 0.4
H -0.40005 -2.00096 0.72310 2.5 -1.9 0.9
H -2.56525 -2.66616 0.12216 -0.5 -1.6 0.2
H -4.28314 -0.93671 -0.40184 1.1 0.2 0.1
H -3.46911 1.53721 -0.60804 -0.1 -1.7 0.4
H -1.84990 2.91574 0.62150 0.9 -1.0 -1.0


21
Properties=species:S:1:pos:R:3:forces:R:3 method="wB97M-V/def2-TZVPD" e_lumo_ev=0.64 smiles="NN[C@@H](c1ccccc1)[N+](=O)[O-]" multiplicity=1 relative_energy_ev=5.577 orbital_gap_ev=9.90
N 3.16997 1.43985 0.40363 -0.1 0.6 0.3
N 1.88818 1.06927 0.01073 -1.6 -0.9 0.7
C 1.25351 -0.10837 0.36747 -0.9 -0.3 -2.1
C -0.24155 -0.36318 0.07208 0.7 -0.1 1.0
C -0.93470 -1.16779 1.04550 0.3 2.5 -2.5
C -2.28883 -1.24229 0.85143 2.1 0.7 -1.5
C -2.85274 -0.74094 -0.31041 0.4 -0.3 0.2
C -2.20418 -0.14315 -1.34256 1.4 1.2 -0.5
C -0.83577 0.12826 -1.07516 -0.9 -0.5 0.3
N 1.92120 -1.38349 -0.54991 -0.1 -0.8 0.2
O 1.31964 -2.46434 -0.60800 1.2 1.7 0.2
O 2.93720 -1.09240 -1.16244 -0.9 -0.5 0.5
H 3.08253 1.94133 1.26399 -0.3 1.1 0.5
H 3.68284 0.67029 0.75066 0.8 -1.6 -0.6
H 1.57199 1.41752 -0.83942 0.2 0.9 -1.7
H 1.36132 -0.25183 1.39017 0.9 -1.2 1.8
H -0.42624 -1.41542 1.93574 0.3 -0.7 0.8
H -2.85722 -1.64072 1.58893 -1.9 -1.2 2.0
H -3.86848 -0.72055 -0.35661 -2.9 -0.4 -0.2
H -2.76283 0.23210 -2.25465 0.9 -0.5 1.3
H -0.26613 0.79883 -1.66965 0.3 0.3 -0.8


23
Properties=species:S:1:pos:R:3:forces:R:3 method="wB97M-V/def2-TZVPD" e_lumo_ev=0.19 multiplicity=1 relative_energy_ev=1.232 orbital_gap_ev=8.11
C 2.09095 1.63598 1.77405 0.1 0.1 0.0
C 1.65054 0.86222 2.84040 0.0 0.0 0.0
C 1.41901 1.57617 0.56771 -0.1 -0.2 -0.1
C 0.56483 0.02064 2.71436 -0.1 -0.1 -0.2
C 0.34183 0.72001 0.43040 0.2 0.0 0.8
C -0.10683 -0.10945 1.48975 0.6 0.8 0.1
C -1.24444 -0.29072 -0.98229 -0.4 -0.6 0.5
N -0.47996 0.73808 -0.72577 0.1 0.3 -0.3
N -2.36340 -0.27120 -1.67853 0.0 0.4 0.1
N -0.64750 -2.36413 -2.09187 0.0 0.0 0.4
O 0.50872 -2.28332 0.07550 0.3 0.2 0.1
O -2.01559 -2.72898 -0.09781 -0.5 0.0 0.1
O -1.10628 -0.92001 1.30589 -0.6 -0.3 -0.3
S -0.82120 -1.98957 -0.36781 0.4 -0.1 -1.5
H 2.94421 2.28798 1.88444 0.0 0.0 0.0
H 2.17082 0.91403 3.78609 0.0 0.0 0.1
H 1.72718 2.18826 -0.26580 0.1 0.1 -0.1
H 0.22136 -0.58158 3.54159 0.0 -0.1 0.1
H -0.69356 1.65403 -1.12250 -0.1 -0.4 0.1
H -2.83165 0.57258 -1.98304 0.2 -0.2 0.2
H -2.82828 -1.16444 -1.74870 -0.1 0.1 -0.3
H 0.33929 -2.37586 -2.30737 0.2 0.0 0.0
H -1.00348 -3.29271 -2.27183 -0.1 -0.2 0.1


24
Properties=species:S:1:pos:R:3:forces:R:3 method="wB97M-V/def2-TZVPD" e_lumo_ev=0.00 multiplicity=1 relative_energy_ev=0.000 orbital_gap_ev=8.58
C 0.75096 0.68110 -0.54671 1.0 0.5 -3.3
C -1.35959 1.13173 -0.24081 0.2 -0.2 1.4
C -3.77326 1.10387 0.27157 0.3 -0.3 -0.3
C -0.15761 -2.04658 0.98725 -0.4 0.1 1.7
C 0.27823 0.44270 -2.00635 -0.7 -2.9 3.8
C 3.47414 -0.40003 1.42354 2.4 1.9 2.1
C 1.97688 0.43027 -0.17382 3.5 -0.3 2.6
N -0.17291 1.18659 0.24553 -3.5 1.1 1.7
N -1.41157 -1.36314 -1.35592 -1.4 -1.5 0.2
N -2.45290 1.47199 0.56303 -0.2 -0.5 -2.1
O -0.97319 -1.64048 1.70866 -0.3 0.2 -0.6
O -4.68231 1.25032 1.03374 -0.2 0.4 0.4
O 0.76162 -2.52618 0.49012 0.8 -0.4 -1.1
O 2.47540 0.58505 1.19085 -1.5 -0.8 -3.1
S -1.53079 0.13551 -1.81222 1.1 -0.4 0.2
H -3.97812 0.60448 -0.72024 0.8 0.4 0.6
H 0.42408 1.09975 -2.74329 0.8 3.1 -2.4
H 0.75678 -0.49639 -2.21981 -0.4 -0.6 -0.8
H 3.34225 -0.68722 2.46868 0.0 0.0 0.1
H 4.54572 0.17182 1.45584 -2.2 -1.7 -0.7
H 3.41211 -1.33860 0.88155 0.1 0.3 -0.7
H 2.81119 0.07978 -0.80458 -0.9 0.0 -0.1
H -2.28528 -1.96006 -1.42068 1.1 1.5 -0.1
H -2.23181 2.08372 1.32404 -0.2 -0.1 0.7


21
Properties=species:S:1:pos:R:3:forces:R:3 method="wB97M-V/def2-TZVPD" e_lumo_ev=-0.39 smiles="N#P(N)P/N=C/c1ccccc1" multiplicity=1 relative_energy_ev=1.473 orbital_gap_ev=7.96
N -1.64084 1.73804 -0.27604 -0.7 0.9 0.0
P -2.94633 1.01247 -0.21165 -1.0 -1.6 0.9
N -4.49698 1.52452 0.13369 0.2 -1.7 -0.8
P -2.91603 -1.31290 0.09345 0.2 0.5 -0.4
N -1.26289 -1.10247 0.37303 0.5 0.0 -0.5
C -0.51155 -0.43148 -0.45887 -1.0 -2.9 2.7
C 0.88205 -0.36805 -0.16863 3.8 0.9 -0.4
C 1.59592 -1.16840 0.72974 -3.2 1.1 -1.5
C 2.91223 -1.13375 0.87836 2.7 0.7 0.6
C 3.71470 -0.17901 0.27835 -0.3 0.9 -1.9
C 3.07754 0.59127 -0.76194 1.0 -0.8 2.6
C 1.72749 0.44402 -0.93070 -0.7 -1.0 0.2
H -4.45933 2.46092 0.37372 -0.7 2.3 0.4
H -5.38110 1.15180 -0.24002 1.0 0.3 0.3
H -3.43317 -1.57069 1.44771 0.5 0.8 -0.7
H -0.84624 -0.08410 -1.37762 -0.4 0.6 -1.7
H 0.92174 -1.79735 1.16215 -1.0 -2.3 1.9
H 3.43315 -1.79124 1.51857 0.1 -0.9 0.8
H 4.79523 -0.17218 0.53872 -0.9 0.3 -0.5
H 3.53079 1.38978 -1.29884 0.8 0.1 -0.5
H 1.30363 0.79881 -1.80317 -0.9 1.6 -1.6


21
Properties=species:S:1:pos:R:3:forces:R:3 method="wB97M-V/def2-TZVPD" charge=+1 e_lumo_ev="-5.84 / -5.84" multiplicity=1 relative_energy_ev=2.504 orbital_gap_ev="6.05 / 6.05"
C -2.30524 1.27519 0.13823 0.3 -3.2 -0.3
C -3.40403 -0.57841 0.20196 2.4 3.5 0.1
C -1.42688 0.25937 -0.20254 -1.7 2.1 1.5
C 2.49305 0.01251 0.89668 -2.0 -2.4 -3.2
C 0.92663 -1.33489 0.07080 -3.5 0.8 -1.0
C 2.21528 0.86630 -0.26602 1.8 2.5 -2.7
C 0.75213 1.32916 -0.22419 0.6 1.3 3.4
N -3.50971 0.69602 0.39837 -1.1 -0.3 -0.2
N 1.89675 -1.17444 0.86737 1.9 2.7 1.4
N -0.12992 0.27747 -0.50874 2.9 -3.9 -0.5
N 0.48685 -2.44256 -0.42556 -0.8 0.5 -1.0
O -2.11210 -0.87560 -0.17238 0.1 -2.2 -0.3
H -2.16641 2.27836 0.05545 0.3 2.6 0.1
H -4.01918 -1.30509 0.58258 -1.3 -1.9 0.2
H 3.11206 0.15255 1.68201 2.0 1.0 2.4
H 2.83693 1.84143 -0.47150 -0.9 -1.9 1.2
H 2.37289 0.33444 -1.24473 -0.1 0.0 1.0
H 0.74628 1.82619 0.86026 -1.0 -1.0 -1.6
H 0.61738 2.18420 -0.86209 0.0 0.1 -0.7
H 1.09266 -3.25925 -0.59419 -0.6 0.5 0.3
H -0.47544 -2.36295 -0.78178 0.7 -0.6 -0.2


21
Properties=species:S:1:pos:R:3:forces:R:3 method="wB97M-V/def2-TZVPD" e_lumo_ev=0.28 multiplicity=1 relative_energy_ev=5.799 orbital_gap_ev=8.48
C 2.00867 -3.20191 -1.36109 -0.8 -1.7 1.3
C 0.60108 -2.76514 -0.87511 -2.8 3.8 -1.8
C 0.11114 -0.32218 -0.43014 -4.1 0.5 -3.9
C -1.42420 0.85557 -1.43567 -3.0 0.1 -1.2
C -0.60718 1.62597 0.44182 -4.1 -0.6 -7.5
C 0.12067 1.64537 2.33111 3.3 -3.2 5.8
C 0.17434 0.55047 0.56537 -0.4 4.0 1.1
H 2.68933 -2.35115 -1.74856 -1.4 -1.5 0.9
H 2.38022 -3.77743 -0.40734 0.3 1.1 -2.1
H 1.77455 -3.94095 -2.16695 0.9 0.4 0.6
H -0.29252 -2.59647 -1.90754 3.1 -0.5 3.5
H -0.03148 -3.28208 0.00892 2.0 0.8 -2.1
H 1.25825 -1.48461 0.71958 -0.6 1.6 -2.8
H -2.32598 1.08695 -1.99982 0.4 -1.3 -1.6
H -1.72983 2.82077 1.95791 4.6 -2.5 -2.0
H 0.03851 2.01226 3.33581 1.1 -0.6 0.7
N 0.91057 -1.24043 -0.30921 5.3 -11.9 2.7
N -0.80053 -0.35568 -1.46481 0.7 3.2 1.8
N -1.46307 1.87891 -0.61991 2.1 -0.4 2.0
N -0.71572 2.15096 1.56992 -8.9 9.7 2.3
N 0.68759 0.59251 1.79404 2.4 -1.1 2.6


22
Properties=species:S:1:pos:R:3:forces:R:3 method="wB97M-V/def2-TZVPD" charge=+1 e_lumo_ev=-3.92 multiplicity=1 relative_energy_ev=5.297 orbital_gap_ev=8.18
C -0.05227 -0.30897 -2.45678 -1.0 -1.6 0.8
C -0.44923 -1.01269 -1.55776 -0.5 -1.2 -0.9
C 0.37358 1.15464 -0.33809 1.1 0.2 0.2
C -0.16916 -0.05115 0.32197 1.3 2.0 1.0
C 0.49194 0.85312 -3.04195 -2.0 2.7 1.2
C 1.03809 1.53336 -1.65668 0.8 1.2 -2.3
C -0.31603 -0.57437 2.84435 0.0 -0.6 1.6
N 0.72175 2.00789 0.61573 -1.1 0.1 -0.3
N -1.41987 -3.38710 -0.17837 1.1 3.3 -0.1
N -1.39742 -2.55329 0.65370 0.8 0.0 -2.4
N 0.35629 1.49809 1.73146 0.8 0.8 2.9
N -0.04063 0.22176 1.64692 -0.7 -1.1 -1.1
N -0.61125 -1.16115 -0.23061 -0.4 -0.9 0.5
H 1.26524 0.60640 -3.73960 0.4 0.6 -0.6
H -0.41009 1.59606 -3.39305 2.5 -1.9 0.2
H 1.04709 2.64793 -1.90643 -0.9 -1.2 1.0
H 2.14150 1.45637 -1.54229 -0.7 -0.9 -0.1
H -0.83127 0.19108 3.47542 0.3 -1.1 0.1
H -1.03921 -1.43461 2.63025 1.2 1.5 0.2
H 0.63776 -1.00448 3.43050 -1.9 1.2 -1.7
H -1.77249 -4.26406 0.03853 -1.2 -2.4 1.0
H 0.43567 1.98519 2.65278 0.1 -0.7 -1.3


18
Properties=species:S:1:pos:R:3:forces:R:3 method="wB97M-V/def2-TZVPD" e_lumo_ev=0.70 multiplicity=1 relative_energy_ev=7.892 orbital_gap_ev=9.26
C -2.33391 -0.03525 -0.33483 -0.1 0.3 1.4
C -0.96755 0.77784 -0.10260 -5.5 2.9 -2.2
C -0.19693 0.38441 1.07067 3.9 0.5 2.4
C 0.32580 0.69774 -0.86597 3.2 0.9 -1.1
C 0.63524 -0.80947 -0.85748 -1.6 0.7 -0.8
C 1.75809 -1.13328 -0.07169 1.8 -2.4 3.1
C 0.39021 -0.98958 0.59452 -1.5 -2.7 3.4
H -3.38276 0.75321 -0.83404 2.7 -2.7 1.2
H -1.25532 1.89802 -0.15341 0.1 -1.6 0.5
H -0.25411 0.45486 2.23995 -0.9 0.1 -2.5
H 1.09695 2.39332 0.32581 -1.7 -4.5 1.4
H 0.81469 1.31113 -1.78793 -2.1 -1.3 2.0
H 0.42931 -1.43252 -1.68286 -0.9 -0.4 -0.8
H 2.27979 -0.27233 0.31307 1.6 -0.5 -0.4
H 2.04632 -2.29353 -0.02400 -0.1 3.1 -0.2
H 0.06299 -1.76595 1.43194 0.4 0.8 -3.0
N 0.94152 1.17746 0.49366 2.1 4.3 -2.4
O -2.39033 -1.11608 0.24520 -1.3 2.6 -2.1


18
Properties=species:S:1:pos:R:3:forces:R:3 method="wB97M-V/def2-TZVPD" e_lumo_ev=0.88 multiplicity=1 relative_energy_ev=11.423 orbital_gap_ev=8.87
C 1.78503 0.83972 -0.00484 5.7 2.2 4.3
C 0.65185 -0.79843 -0.37487 1.1 -2.1 0.3
C -0.58681 -1.74924 -0.13241 3.7 0.0 3.0
C -1.86884 0.55943 -0.09157 1.3 -4.5 0.0
C -0.78095 1.64409 0.17166 -1.0 -2.9 0.9
C 0.35226 1.03333 0.54613 1.6 0.3 1.2
C 0.17778 -0.33926 1.02872 1.6 3.5 0.1
H 2.92288 1.43723 0.38559 -3.5 -1.7 0.4
H 1.93598 1.36622 -0.88035 -0.4 -0.3 -3.0
H 0.50818 -0.22735 -1.41852 0.3 -1.0 2.7
H -1.09407 -2.02673 -0.93152 -2.7 -1.0 -3.8
H -0.19897 -2.66063 0.36521 -0.7 0.4 0.4
H -1.63167 0.17806 -1.33774 -1.3 1.3 3.3
H -3.04533 0.33488 0.22873 3.2 1.6 -1.0
H -0.89386 2.43938 -0.43191 0.2 2.9 -1.8
H 0.77569 -0.70471 1.99495 -1.5 0.5 -2.4
N -1.09870 -0.67939 0.74227 -6.6 -1.8 -0.6
O 2.08955 -0.64659 0.14047 -0.9 2.5 -4.0